DFT (wB97M-V/def2-TZVPD) results for the molecule C2H5NP2.

Summary:
- Energy: -816.512672 Eh
- HOMO level: -7.858 eV
- HOMO-LUMO gap: 6.87 eV
- SMILES: [H]/P=C\N=[PH]=C
- Net charge: 0
- 2S+1: 1
- Energy above the lowest of the compared OMol25 structures with the same formula, charge and spin: 303.4 kJ/mol

CARTESIAN COORDINATES (ANGSTROEM)
H -0.502 -0.022 -2.427
P 0.296 1.048 -2.836
C 0.495 1.447 -1.200
N -0.036 0.771 -0.127
P -0.540 -0.583 0.550
C 0.260 -1.378 1.793
H 0.912 2.307 -0.777
H -1.934 -0.252 0.825
H -0.244 -1.992 2.476
H 1.293 -1.347 1.724